DFT (the ωB97M-V functional and the def2-TZVPD basis) results for a 7-piece molecular cluster, C3H22NO6 overall.

Geometry (Å):
C -0.16553 0.09599 2.34362
C -1.50420 -0.63892 2.70344
C -2.54858 -0.63418 1.51719
N 0.37888 -0.43319 1.13610
H -0.51091 1.17234 2.10986
H 0.66306 0.18534 3.12791
H -1.68543 -0.06648 3.59759
H -1.40255 -1.67047 2.90851
H -2.67143 0.29837 0.86650
H -2.25134 -1.41358 0.89864
H -3.54992 -0.70248 1.76851
H -0.15871 -1.22343 0.75676
H 0.41935 0.23585 0.26267
H 1.48037 -0.99134 1.01841
H -0.30766 -1.73131 -1.15539
H -0.03661 -3.18940 -0.69036
O 0.18947 -2.30814 -0.41509
H 1.50497 2.66715 -0.11726
H 1.20146 3.72881 0.68249
O 0.68776 2.83401 0.43737
H -0.07464 -1.33808 -3.26351
H -1.44251 -1.47708 -2.73725
O -0.50320 -0.96502 -2.49849
H 1.82764 1.91598 -2.54077
H 2.52138 0.89918 -1.94151
O 1.85368 1.57230 -1.65876
H -1.87809 2.02153 -1.83694
H -1.29829 0.67414 -2.32193
O -1.90607 1.20604 -1.77806
H 3.37178 -0.44708 0.31993
H 2.88922 -1.67602 -0.52815
O 2.68418 -0.81130 -0.15233

Molar mass = 168.2 g mol⁻¹
E_HOMO = -13.98 eV
HOMO-LUMO gap = 10.734 eV
Charge = +1